{"formula": "C24H64N4O10", "method": "wB97M-V/def2-TZVPD", "species": ["C", "O", "C", "C", "N", "C", "C", "O", "C", "H", "H", "H", "H", "H", "H", "H", "H", "H", "H", "H", "H", "H", "H", "H", "C", "O", "C", "C", "N", "C", "C", "O", "C", "H", "H", "H", "H", "H", "H", "H", "H", "H", "H", "H", "H", "H", "H", "H", "C", "O", "C", "C", "N", "C", "C", "O", "C", "H", "H", "H", "H", "H", "H", "H", "H", "H", "H", "H", "H", "H", "H", "H", "C", "O", "C", "C", "N", "C", "C", "O", "C", "H", "H", "H", "H", "H", "H", "H", "H", "H", "H", "H", "H", "H", "H", "H", "O", "H", "H", "O", "H", "H"], "xyz": [[19.627130, 12.991340, -11.378296], [20.753361, 12.343608, -10.638872], [20.952358, 13.200352, -9.449825], [21.925635, 12.491624, -8.586438], [23.290290, 12.331046, -8.984476], [23.499617, 11.431955, -10.105179], [24.837753, 11.790599, -10.857396], [25.095484, 13.234481, -10.880177], [26.175094, 13.539760, -11.732754], [19.769339, 14.060275, -11.537256], [18.648567, 12.943650, -10.900552], [19.458694, 12.395720, -12.275488], [20.033079, 13.450205, -8.920098], [21.523364, 14.081512, -9.742416], [21.538950, 11.489217, -8.402786], [21.960063, 12.999811, -7.622762], [23.738007, 13.150262, -9.369897], [22.756534, 11.395116, -10.901777], [23.517210, 10.390530, -9.783899], [24.698935, 11.281919, -11.811378], [25.559554, 11.337836, -10.177612], [26.475220, 14.585293, -11.802719], [25.987830, 13.142708, -12.730444], [27.136141, 13.106591, -11.455517], [12.237137, 5.036547, -4.991910], [13.265539, 4.314331, -4.317856], [14.469706, 5.069376, -4.531146], [14.694449, 6.154956, -3.445296], [15.996694, 6.762394, -3.493268], [16.077778, 7.935503, -2.631839], [16.788693, 9.046107, -3.426136], [16.175820, 9.190077, -4.753066], [16.930447, 9.903893, -5.757158], [11.758887, 5.864542, -4.468666], [11.365367, 4.389215, -5.087265], [12.456733, 5.499165, -5.954124], [14.635444, 5.576035, -5.481892], [15.239684, 4.299775, -4.476856], [14.592065, 5.726232, -2.448398], [13.870999, 6.846511, -3.623568], [16.309169, 6.961269, -4.432905], [16.584417, 7.598422, -1.727508], [15.058627, 8.207335, -2.357004], [17.858977, 8.865830, -3.526554], [16.715218, 9.978374, -2.866164], [17.810008, 9.352735, -6.089856], [17.543351, 10.672261, -5.285922], [16.382231, 10.176145, -6.659059], [18.145376, 13.577079, -4.716373], [18.996852, 12.421468, -4.907256], [19.976328, 12.384098, -3.855919], [20.921009, 11.258021, -4.057389], [20.364596, 9.983651, -3.573408], [21.292697, 8.891722, -3.877460], [20.804161, 7.582527, -3.478508], [19.960337, 6.939178, -4.435340], [19.312592, 5.754541, -3.898366], [17.630457, 13.631917, -3.757233], [17.463790, 13.655580, -5.563356], [18.724664, 14.499312, -4.671591], [19.381735, 12.309487, -2.945432], [20.446133, 13.359716, -3.731194], [21.904351, 11.502677, -3.655809], [21.103000, 11.122171, -5.123468], [19.534645, 9.933414, -4.146777], [22.208130, 9.055387, -3.308862], [21.372201, 8.827861, -4.962676], [20.271058, 7.806686, -2.554576], [21.745428, 7.060873, -3.305313], [19.966901, 5.176340, -3.245926], [18.803708, 5.009853, -4.510384], [18.516752, 6.111876, -3.244887], [15.307934, 12.824772, -9.449721], [14.260867, 13.797793, -9.404895], [13.061850, 13.498607, -8.771038], [12.374985, 14.902766, -8.489941], [10.988499, 14.909688, -7.852176], [10.540838, 16.158752, -7.420575], [9.142757, 15.860165, -6.844665], [8.839806, 17.169921, -6.358680], [7.471104, 17.422660, -6.157856], [15.656261, 12.505092, -8.467596], [16.209189, 13.060900, -10.015484], [14.771002, 12.004131, -9.925478], [13.212443, 12.977215, -7.825744], [12.478422, 12.843497, -9.417993], [12.329423, 15.394939, -9.461426], [13.025458, 15.575699, -7.931240], [10.370412, 14.679258, -8.617011], [10.613391, 16.942847, -8.174253], [11.210972, 16.527561, -6.644040], [9.034813, 15.106303, -6.064835], [8.472942, 15.629721, -7.673127], [6.942600, 17.061650, -5.275553], [6.898120, 17.325024, -7.079955], [7.395805, 18.490033, -5.950130], [17.733745, 14.664101, -8.145465], [17.032359, 15.084067, -8.643367], [18.487399, 15.243594, -8.256974], [18.072661, 11.879659, -7.563558], [17.600999, 12.644099, -7.894316], [18.918332, 12.224794, -7.277276]], "atomic_forces_ev_per_a": [[0.58, -1.31, 0.28], [-2.62, 2.64, 0.28], [1.35, -0.91, -1.53], [-0.28, -0.75, 1.72], [0.98, -0.36, -1.53], [0.38, 0.08, -1.35], [-0.94, -0.02, 2.35], [-0.23, -1.11, -0.52], [0.70, -0.49, -0.54], [0.54, -0.09, -0.32], [0.19, -0.27, 0.92], [0.51, 0.34, -0.33], [-0.11, -0.04, -0.27], [-0.66, 0.65, -0.43], [-0.08, -0.21, 0.22], [-0.24, 0.10, 0.21], [-0.44, 0.95, 0.76], [-0.61, 0.68, 0.33], [0.54, -0.20, 0.21], [0.82, 0.48, -0.35], [0.87, -0.03, -0.68], [-1.06, 0.32, 0.24], [-0.16, 0.22, -0.29], [0.00, -0.68, 0.61], [-1.96, -0.35, 0.41], [-0.07, 2.34, -1.78], [1.69, -0.74, 1.90], [-0.33, -1.11, -0.60], [0.05, -0.72, -0.18], [0.18, -0.43, -1.48], [-0.33, 0.63, -0.68], [-0.04, -0.35, 0.67], [1.72, -0.45, 1.40], [0.65, 0.33, 0.89], [0.22, -0.47, -0.39], [0.67, -0.61, -0.24], [-0.84, -0.24, -0.48], [0.35, 0.14, 0.16], [-0.36, -0.19, 0.02], [-0.17, 0.59, 0.30], [-0.30, 0.32, -0.07], [0.35, 0.71, 0.21], [-0.04, 0.51, 0.04], [0.06, -0.44, -0.11], [-0.13, 0.30, -0.09], [-0.16, -1.16, -0.43], [-1.07, 1.11, -0.12], [-0.36, 0.17, 0.72], [0.50, 0.02, -0.43], [0.06, 1.06, 0.66], [-1.54, 0.84, 0.05], [0.35, -0.56, -0.35], [0.54, 0.83, 0.49], [-1.14, 1.53, -1.33], [-0.61, -1.18, 0.83], [-0.01, -0.92, -0.27], [-0.10, 0.98, 1.73], [-0.35, -0.86, 0.18], [0.05, -0.16, 0.17], [0.47, 0.05, -0.48], [0.23, -0.55, 0.54], [0.46, 0.13, -0.54], [-0.05, -0.26, 0.53], [0.09, 0.45, -0.45], [-0.32, -0.70, -0.01], [0.18, 0.32, -0.49], [1.13, 0.21, -0.35], [-0.18, -0.78, 0.47], [-0.34, -1.10, 0.23], [0.52, 0.07, -0.09], [0.51, 0.73, -1.21], [-0.17, 0.00, 0.17], [-1.78, -1.05, 0.19], [1.74, 1.65, -0.35], [-0.39, 0.92, 1.01], [-0.72, -0.33, -0.30], [2.67, -2.55, -2.09], [0.16, -0.29, 1.58], [0.62, 2.79, -0.57], [-1.44, -0.42, 0.84], [-0.03, 1.96, -0.14], [-0.29, 0.11, 0.30], [-0.54, 0.83, -0.21], [0.71, -0.86, -0.14], [0.08, -0.10, 0.23], [-0.53, -0.01, -0.08], [-0.12, 0.07, -0.33], [0.18, -0.51, 0.42], [-0.13, -0.61, -0.12], [-0.85, 0.24, -0.32], [-0.17, -0.08, 0.44], [0.55, -0.08, -0.05], [-0.26, -0.24, -0.13], [0.35, -1.22, -0.01], [-0.19, -0.64, -0.05], [0.26, 0.35, -0.14], [-0.23, -1.19, 0.50], [-0.60, 0.57, -0.39], [0.73, 0.71, -0.08], [-0.12, -0.90, -0.23], [0.12, 0.70, -0.14], [0.13, 0.19, 0.25]], "e_lumo_ev": [2.425, 2.410], "charge": -1, "homo_energy_ev": [0.3, -6.4], "de_lowest_kcal_mol": 49.6, "energy_ha": -1923.87267, "multiplicity": 2}

=====

{"formula": "C2H6OS2", "method": "wB97M-V/def2-TZVPD", "species": ["C", "C", "O", "H", "H", "H", "H", "S", "S", "H", "H"], "xyz": [[2.498001, -0.787892, 0.942933], [1.236986, -0.465982, 0.699173], [0.872347, 0.734037, 0.170666], [2.709970, -1.741041, 1.394249], [3.316267, -0.120426, 0.710741], [0.424359, -1.146253, 0.938685], [-0.053174, 0.703536, -0.099330], [-2.329967, 1.729039, -0.924959], [-2.937994, -0.212527, -0.557651], [-1.644057, 1.481469, -2.051850], [-4.092734, -0.173958, -1.222657]], "atomic_forces_ev_per_a": [[-0.12, 0.08, -0.03], [0.10, -0.08, 0.07], [-0.04, -0.05, -0.13], [0.07, -0.11, 0.05], [-0.03, 0.02, 0.00], [-0.01, 0.03, -0.04], [0.04, 0.16, 0.11], [0.03, -0.23, 0.04], [0.17, 0.13, 0.11], [-0.01, 0.06, -0.05], [-0.20, -0.01, -0.12]], "e_lumo_ev": 0.075, "homo_energy_ev": -8.9, "de_lowest_kcal_mol": 10.1, "energy_ha": -951.37589}